# C22H22BrGaN4O2

A molecular structure, C22H22BrGaN4O2 in a non-equilibrium geometry (the ωB97M-V functional and the def2-TZVPD basis, OMol25).

Output
**Maximum force**: 3.8 eV/A
**E**: -155632.04824 eV
**Kohn-Sham gap**: 6.357 eV
**Net charge**: +2

Geometry (Å):
Ga  10.8521  9.8441  9.3813
Br  15.7695  4.9570  12.2431
C  14.3468  6.0769  11.6550
C  13.1536  6.1118  12.3967
C  12.1427  6.9995  12.0811
C  12.1921  7.8612  11.0226
O  11.2798  8.8472  10.9373
C  13.4604  7.8256  10.2476
C  13.6383  8.8236  9.2553
N  12.6948  9.6791  8.8194
C  13.0373  10.7292  7.9796
C  14.3309  11.0251  7.4585
C  14.5701  12.1831  6.7448
C  13.5420  13.0724  6.5287
C  12.2411  12.8733  6.9328
C  11.1785  13.7578  6.8096
C  9.9356  13.5119  7.4680
C  9.8909  12.4954  8.4019
N  10.8482  11.5265  8.4888
C  12.0064  11.6912  7.7229
C  14.4665  6.9353  10.5756
H  13.0199  5.4459  13.2608
H  11.2158  7.1707  12.6745
H  14.6645  8.7738  8.8412
H  15.1764  10.2791  7.6217
H  15.6036  12.4518  6.4503
H  13.7723  14.0185  6.0321
H  11.2692  14.6915  6.2218
H  9.0556  14.1746  7.3333
H  9.0419  12.3693  9.0802
H  15.4312  6.9214  10.0705
C  7.6428  7.1340  9.4707
N  7.5134  7.8085  8.1984
C  6.1834  7.9286  7.5816
C  6.2058  8.9198  6.4387
C  7.3732  8.6715  5.5481
N  8.5818  8.9103  6.3892
C  9.8878  9.4019  5.8640
C  8.5762  8.5111  7.6882
O  9.6276  8.7609  8.4153
H  8.6594  6.8788  9.6350
H  7.0515  6.1915  9.4444
H  7.2694  7.7932  10.3660
H  5.4587  8.1881  8.3705
H  5.8355  6.9350  7.2066
H  6.2788  9.9011  6.9897
H  5.2672  8.9710  5.8797
H  7.4300  9.4476  4.7674
H  7.3628  7.7091  5.1046
H  10.0414  9.3335  4.7633
H  10.6571  8.7480  6.3123
H  10.0035  10.4531  6.2575